5
Properties=species:S:1:pos:R:3:forces:R:3 method="wB97M-V/def2-TZVPD" total_charge=0 relative_energy_kcal_mol=127.5 homo_lumo_gap_ev="7.81 / 7.82" homo_ev="-10.11 / -10.11"
C -0.755 -0.640 0.186 -2.405 -0.966 -1.199
N 0.385 -0.824 0.505 2.366 0.987 -0.083
N 1.584 0.628 -0.333 -3.158 0.532 1.460
O -1.901 -0.653 -0.155 1.370 0.628 0.573
O 1.006 1.568 -0.134 1.826 -1.180 -0.751